[1]
Formula: C17H13F9N4O2
Source: OMol25
Level of theory: ωB97M-V/def2-TZVPD

```
45
Properties=species:S:1:pos:R:3:mulliken_charge:R:1
C -5.60 0.69 -2.46 -1.205
C -4.50 0.75 -1.45 0.788
C -4.71 0.31 -0.13 -0.566
C -3.76 0.37 0.79 -0.190
C -2.51 0.88 0.41 0.141
C -1.34 1.13 1.29 0.161
N -0.21 0.57 0.74 -0.301
C 0.94 0.65 1.45 0.296
C 2.16 -0.11 1.00 0.314
O 3.28 0.10 1.59 -0.804
N 2.08 -0.94 -0.13 -0.145
C 3.00 -2.04 -0.34 -1.388
C 3.33 -2.33 -1.86 1.131
O 2.22 -1.93 -2.58 -0.693
C 3.64 -3.90 -1.95 0.491
F 2.56 -4.60 -1.50 -0.258
F 4.83 -4.25 -1.48 -0.247
F 3.53 -4.40 -3.18 -0.286
C 4.51 -1.52 -2.38 0.666
F 4.09 -0.34 -2.81 -0.248
F 5.44 -1.27 -1.35 -0.262
F 5.12 -2.07 -3.50 -0.275
C 1.12 1.56 2.53 0.816
N 2.24 1.90 3.24 -0.485
C 0.01 2.23 3.08 -0.762
C -1.27 2.01 2.38 0.012
C -2.46 2.90 2.73 0.823
F -3.46 2.13 3.39 -0.258
F -2.84 3.58 1.56 -0.247
F -2.18 3.86 3.62 -0.283
C -2.32 1.19 -0.99 -0.541
N -3.32 1.14 -1.88 -0.573
H -5.23 0.96 -3.43 0.335
H -6.06 -0.28 -2.34 0.329
H -6.41 1.38 -2.19 0.293
H -5.56 -0.33 0.30 0.201
H -4.11 0.09 1.82 0.337
H 1.15 -1.02 -0.68 0.307
H 3.83 -1.85 0.35 0.449
H 2.57 -2.94 0.07 0.406
H 2.31 -2.19 -3.51 0.444
H 3.12 1.38 3.07 0.270
H 2.14 2.20 4.18 0.217
H -0.02 2.90 3.99 0.292
H -1.39 1.41 -1.47 0.497
```

Structure (SMILES): Cc1ccc(-c2nc(C(=O)NCC(O)(C(F)(F)F)C(F)(F)F)c(N)cc2C(F)(F)F)cn1
Lowest unoccupied orbital energy, eV: -0.57
Strongest force on any atom, eV/A: 4.931
Spin multiplicity: 1
Kohn-Sham gap, eV: 7.888
HOMO energy, eV: -8.46
Energy above the lowest of the compared OMol25 structures with the same formula, charge and spin, kcal/mol: 61.2

[2]
Formula: C4H7NO2
Source: OMol25
Level of theory: ωB97M-V/def2-TZVPD

```
14
Properties=species:S:1:pos:R:3:mulliken_charge:R:1
C -0.11 -1.02 -0.70 -0.881
C -0.77 -0.57 -1.76 -0.151
C 0.39 0.14 0.16 1.450
C 0.02 -0.05 1.64 -1.452
N -0.16 1.34 -0.38 -0.557
O -0.99 0.72 -1.90 -0.438
O 1.80 0.20 0.04 -0.517
H 0.13 -2.03 -0.46 0.353
H -1.17 -1.18 -2.55 0.422
H -1.04 -0.27 1.75 0.374
H 0.27 0.84 2.20 0.368
H 0.60 -0.89 2.03 0.368
H -1.01 1.64 0.08 0.328
H 2.04 1.12 -0.15 0.334
```

Lowest unoccupied orbital energy, eV: -0.41
Strongest force on any atom, eV/A: 3.498
Spin multiplicity: 1
Kohn-Sham gap, eV: 8.419
HOMO energy, eV: -8.83
Energy above the lowest of the compared OMol25 structures with the same formula, charge and spin, kcal/mol: 91.4